[1]
Here is C5H20FN10O5Zn as an isolated structure in a non-equilibrium geometry from the Open Molecules 2025 dataset. Energies are from ωB97M-V/def2-TZVPD.

Each line ends with the natural charge from an NBO analysis.
Positions of all 42 atoms, in Å:
Zn  -21.232  9.849  16.279  1.776
F  -21.943  9.070  14.507  -0.920
C  -21.116  6.864  17.593  0.798
O  -21.397  7.970  17.168  -0.742
N  -21.774  5.792  17.179  -0.805
N  -20.098  6.621  18.456  -0.836
H  -21.343  4.929  17.477  0.379
H  -22.555  5.757  16.540  0.435
H  -19.498  7.392  18.713  0.405
H  -19.859  5.682  18.741  0.396
C  -18.189  9.668  15.060  0.789
O  -19.224  9.737  15.747  -0.792
N  -18.086  8.865  14.014  -0.802
N  -17.143  10.387  15.303  -0.809
H  -18.848  8.212  13.898  0.439
H  -17.112  8.637  13.876  0.373
H  -16.444  10.070  14.646  0.403
H  -17.229  10.846  16.198  0.430
C  -21.422  13.091  15.837  0.795
O  -21.364  11.869  15.795  -0.734
N  -21.136  13.781  16.909  -0.832
N  -22.021  13.927  15.000  -0.827
H  -20.827  13.190  17.667  0.398
H  -21.209  14.788  16.954  0.397
H  -22.054  14.926  15.144  0.398
H  -22.629  13.430  14.365  0.419
C  -20.030  11.125  18.889  0.768
O  -20.456  10.500  17.987  -0.732
N  -18.912  10.778  19.475  -0.823
N  -20.754  11.957  19.517  -0.834
H  -18.486  9.999  18.995  0.419
H  -18.922  11.063  20.444  0.405
H  -20.303  12.678  20.061  0.405
H  -21.737  11.919  19.289  0.424
C  -24.002  11.057  17.211  0.786
O  -23.077  10.359  16.980  -0.718
N  -24.383  11.441  18.383  -0.823
N  -24.830  11.476  16.285  -0.839
H  -25.248  11.947  18.509  0.403
H  -23.932  10.917  19.119  0.403
H  -25.572  12.141  16.450  0.393
H  -24.847  10.799  15.535  0.430

Forces on the atoms, in the same order (eV/Å):
-0.7 -1.2 -2.5
0.6 0.6 1.3
0.1 0.8 -0.8
0.0 0.9 0.5
-0.1 -2.4 0.4
0.5 0.1 0.5
-0.7 -0.2 -0.4
0.4 0.5 0.1
-0.2 -0.3 -0.1
0.0 0.4 0.0
-4.4 -0.7 0.9
0.7 0.2 0.1
0.4 -0.9 -0.9
1.2 0.7 0.2
0.3 -0.1 -0.3
-0.6 -1.0 -0.9
1.4 1.5 1.2
1.3 0.3 -0.4
-1.5 -0.1 0.5
0.4 0.8 -1.2
2.2 0.2 3.6
-1.1 -0.7 -3.3
0.3 0.9 0.2
0.1 -0.5 0.3
-0.2 -0.5 -0.2
0.1 0.8 -0.5
1.2 -2.5 0.5
-1.2 -2.2 -3.5
2.3 0.4 0.7
-2.9 4.5 2.5
0.5 0.1 0.9
1.2 -0.9 0.0
-0.7 0.0 0.2
0.1 0.7 0.2
-1.6 0.7 -1.1
2.3 -2.5 0.3
0.2 1.0 4.8
-1.2 0.5 -3.4
0.3 -0.5 0.4
-0.5 0.5 0.4
0.1 -0.6 -0.2
-0.3 0.7 -0.6

The total energy is -81782.35457 eV. As for the charge: +1. Its relative energy (zero: lowest compared OMol25 entry of this formula, charge and spin) is 95.0 kcal/mol. As for the HOMO-LUMO gap: 8.9 eV.



[2]
Here is C5H20KO5 as an isolated structure in a non-equilibrium geometry from the Open Molecules 2025 dataset. Energies are from ωB97M-V/def2-TZVPD.

Each line ends with the natural charge from an NBO analysis.
Positions of all 31 atoms, in Å:
K  -0.767  0.015  0.013  0.964
C  2.007  -2.539  -1.001  -0.260
O  0.983  -1.630  -1.312  -0.669
H  2.856  -2.452  -1.679  0.223
H  2.211  -2.431  0.064  0.196
H  1.612  -3.548  -1.121  0.214
H  1.048  -1.287  -2.206  0.504
C  -0.636  -3.336  0.891  -0.276
O  -1.353  -2.278  1.561  -0.610
H  -0.776  -3.261  -0.187  0.222
H  0.403  -3.350  1.220  0.200
H  -1.089  -4.284  1.184  0.261
H  -0.838  -1.870  2.262  0.489
C  1.020  1.369  -3.055  -0.248
O  -0.343  1.135  -2.691  -0.709
H  1.356  2.273  -2.549  0.197
H  1.580  0.496  -2.721  0.151
H  1.097  1.324  -4.142  0.222
H  -0.689  2.029  -2.634  0.485
C  1.456  3.381  0.280  -0.277
O  1.278  1.964  0.420  -0.758
H  0.583  3.859  -0.164  0.192
H  1.736  3.847  1.225  0.203
H  2.341  3.674  -0.286  0.200
H  2.131  1.618  0.693  0.489
C  -3.285  0.597  2.837  -0.277
O  -2.745  1.270  1.792  -0.544
H  -4.170  1.119  3.202  0.240
H  -3.626  -0.375  2.480  0.221
H  -2.595  0.455  3.669  0.243
H  -2.788  2.215  1.957  0.511

Forces on the atoms, in the same order (eV/Å):
0.0 0.3 -0.4
0.0 -0.7 -0.2
-0.7 0.7 0.4
0.2 0.2 0.4
0.5 0.1 -0.1
0.0 -0.3 -0.1
0.1 -0.2 -0.4
-0.1 0.4 1.1
0.0 0.0 -1.0
0.0 0.3 -0.1
0.0 0.0 -0.3
-0.2 -0.2 0.1
0.3 -0.4 0.5
-0.2 -0.9 0.1
0.0 0.2 0.5
0.4 -0.1 -0.5
0.3 0.2 0.3
0.2 0.7 -0.1
-0.7 0.0 -0.1
0.7 0.7 0.3
-0.2 0.2 -0.3
0.0 -0.3 0.2
-0.7 -0.1 0.4
0.0 -0.5 -0.7
0.1 -0.1 0.1
-1.9 -1.1 0.6
1.2 0.5 -1.4
0.0 0.2 0.5
0.3 -0.2 0.1
0.4 0.0 0.4
0.0 0.5 0.0

The total energy is -32051.77793 eV. The spin multiplicity is 2. The expectation value of S² is 0.75. As for the charge: +2. Its relative energy (zero: lowest compared OMol25 entry of this formula, charge and spin) is 7.4 kcal/mol. As for the HOMO-LUMO gap (alpha / beta): 10.9 / 2.7 eV.



[3]
Here is an isolated ion of composition C5H20N10 and charge +2 in a non-equilibrium geometry from the Open Molecules 2025 dataset. Energies are from ωB97M-V/def2-TZVPD.

Each line ends with the natural charge from an NBO analysis.
Positions of all 35 atoms, in Å:
C  -1.703  0.027  0.543  0.083
C  -0.400  -0.620  0.919  -0.086
C  0.740  -1.041  -0.053  -0.039
C  2.376  1.276  -0.411  0.560
C  1.517  0.063  -1.057  0.224
N  -1.552  1.030  -0.326  -0.532
N  0.220  0.098  2.061  -0.889
N  0.142  -1.997  -0.970  -0.852
N  3.142  1.808  -1.273  -0.689
N  2.114  1.790  0.781  -0.739
N  2.586  -0.690  -1.630  -0.877
N  0.530  0.565  -2.014  -0.890
N  -3.945  0.139  0.214  -0.594
N  -2.850  -0.468  0.892  0.092
N  -3.035  -0.988  2.197  -0.573
H  -0.660  -1.667  1.302  0.213
H  1.557  -1.238  0.593  0.192
H  -2.372  1.565  -0.562  0.428
H  0.842  -0.448  2.668  0.391
H  -0.292  0.617  2.713  0.391
H  0.779  -2.628  -1.398  0.396
H  -0.665  -2.423  -0.568  0.385
H  2.886  1.687  -2.236  0.422
H  3.683  2.632  -1.055  0.425
H  2.708  2.625  1.059  0.421
H  1.564  1.291  1.503  0.459
H  2.800  -1.514  -1.179  0.378
H  2.592  -1.033  -2.562  0.398
H  0.953  1.130  -2.784  0.383
H  0.098  -0.361  -2.531  0.439
H  -4.361  -0.734  -0.238  0.415
H  -4.643  0.550  0.863  0.406
H  -3.704  -1.776  2.279  0.420
H  -3.002  -0.378  2.981  0.402
H  -0.646  1.109  -0.724  0.439

Forces on the atoms, in the same order (eV/Å):
7.4 0.0 0.2
-0.4 -2.1 2.4
-1.1 2.9 -2.1
-4.5 -1.2 1.5
-0.3 -0.8 0.8
-2.4 1.5 0.0
2.3 -0.4 -0.3
0.7 1.3 0.5
1.5 2.0 -1.0
2.2 1.1 -0.1
0.4 0.3 -1.1
0.0 -1.9 -2.0
-1.0 -2.9 -0.4
-5.8 -1.6 3.3
-0.4 -0.7 -2.3
0.0 1.2 -0.3
0.8 -1.4 0.7
0.2 0.5 -0.4
-0.3 -0.3 -0.7
-1.7 0.8 0.4
0.2 -0.7 -0.1
-0.2 -0.6 0.0
0.7 -0.4 -0.4
0.1 0.1 -0.1
-1.2 -1.4 -0.2
-0.2 -0.1 -0.5
0.8 -1.8 2.1
-0.7 0.7 -1.4
-0.4 -0.6 0.8
1.3 2.8 1.9
0.0 2.0 0.0
0.6 -0.6 -0.1
0.3 1.1 -0.4
0.5 0.9 0.8
0.8 0.6 -1.4

The total energy is -20388.84862 eV. The spin multiplicity is 3. The expectation value of S² is 2.01. As for the charge: +2. As for the HOMO-LUMO gap (alpha / beta): 7.3 / 5.4 eV.



[4]
Here is C5H20N10NaO9S as an isolated structure in a non-equilibrium geometry from the Open Molecules 2025 dataset. Energies are from ωB97M-V/def2-TZVPD.

Each line ends with the natural charge from an NBO analysis.
Positions of all 46 atoms, in Å:
Na  -0.933  -0.398  0.295  0.930
S  -3.478  1.995  0.709  2.583
O  -4.224  0.765  1.075  -1.082
O  -2.071  1.504  0.479  -1.172
O  -4.000  2.703  -0.456  -1.091
O  -3.459  2.971  1.810  -1.096
C  1.777  0.084  2.980  0.771
O  0.878  -0.108  2.169  -0.669
N  3.067  -0.264  2.785  -0.852
N  1.530  0.593  4.191  -0.840
H  3.737  -0.306  3.529  0.380
H  3.307  -0.727  1.923  0.414
H  0.581  0.928  4.271  0.422
H  2.266  0.966  4.762  0.379
C  -1.455  0.224  -2.774  0.794
O  -0.899  -0.558  -2.005  -0.764
N  -1.295  0.218  -4.149  -0.868
N  -2.251  1.249  -2.414  -0.818
H  -1.992  0.757  -4.619  0.391
H  -0.798  -0.616  -4.419  0.397
H  -2.339  1.461  -1.418  0.468
H  -2.525  1.902  -3.118  0.375
C  -1.611  -3.679  0.752  0.779
O  -1.882  -2.493  0.913  -0.669
N  -0.984  -4.076  -0.381  -0.845
N  -1.999  -4.724  1.536  -0.851
H  -1.037  -5.050  -0.612  0.378
H  -0.907  -3.289  -1.009  0.424
H  -2.567  -4.463  2.324  0.412
H  -1.860  -5.684  1.290  0.386
C  0.890  2.683  -0.470  0.790
O  0.975  1.458  -0.612  -0.753
N  1.934  3.529  -0.766  -0.863
N  -0.205  3.306  -0.034  -0.834
H  1.765  4.513  -0.674  0.383
H  2.830  3.137  -0.989  0.393
H  -0.957  2.666  0.289  0.470
H  -0.276  4.296  0.108  0.380
C  2.860  -1.419  -0.819  0.772
O  3.402  -2.481  -0.500  -0.700
N  3.331  -0.154  -0.592  -0.882
N  1.650  -1.395  -1.425  -0.849
H  4.055  0.076  0.070  0.374
H  2.616  0.568  -0.504  0.424
H  1.246  -0.482  -1.565  0.431
H  1.309  -2.185  -1.937  0.397

Forces on the atoms, in the same order (eV/Å):
-0.1 0.4 0.4
-2.1 -0.2 2.7
0.0 0.6 -0.6
1.5 0.0 -1.1
0.2 -0.4 -1.6
0.5 -0.1 0.5
-0.8 -0.9 -1.0
0.5 0.0 -0.1
1.2 -0.2 -0.9
-0.9 0.6 1.2
-0.1 0.0 0.1
-0.2 -0.1 0.1
0.2 0.2 0.3
-0.2 0.2 0.0
-0.8 2.0 -0.2
0.0 -0.6 -0.4
1.1 -1.0 1.4
0.6 -0.9 0.7
0.1 -0.6 -0.9
-0.5 0.3 -1.0
-0.3 0.3 0.1
-0.3 0.4 0.3
-0.8 0.4 -1.1
0.4 -0.8 0.9
0.4 0.3 0.2
-0.3 0.9 1.1
0.2 0.2 -0.7
0.2 -0.6 -0.6
0.0 -0.3 0.0
0.0 0.0 0.1
-0.3 0.8 0.1
0.3 -0.1 0.0
0.1 -0.3 -0.1
0.1 -0.6 0.0
0.5 0.0 0.0
0.0 0.2 -0.1
-0.8 -0.1 0.0
0.1 0.0 0.0
0.0 -1.4 0.6
0.5 0.8 -0.2
0.4 1.3 0.5
-0.1 0.7 0.0
0.3 -1.0 -0.1
-0.4 -0.1 -0.4
-0.4 -0.2 -0.4
0.0 0.0 0.2

The total energy is -54098.81978 eV. As for the charge: -1. As for the HOMO-LUMO gap: 5.3 eV.



[5]
Here is a 5-piece molecular cluster, C5H20N10O5 overall in a non-equilibrium geometry from the Open Molecules 2025 dataset. Energies are from ωB97M-V/def2-TZVPD.

Each line ends with the natural charge from an NBO analysis.
Positions of all 40 atoms, in Å:
C  -4.617  -1.919  -0.743  0.754
O  -5.716  -2.363  -0.641  -0.650
N  -3.728  -2.136  0.245  -0.852
N  -4.047  -1.342  -1.753  -0.828
H  -4.044  -2.617  1.074  0.401
H  -2.773  -1.807  0.217  0.380
H  -4.616  -1.205  -2.577  0.401
H  -3.226  -0.759  -1.679  0.394
C  0.915  0.089  2.013  0.720
O  0.958  0.279  0.852  -0.685
N  0.298  0.910  2.766  -0.806
N  1.339  -0.933  2.572  -0.803
H  0.459  0.865  3.762  0.367
H  -0.035  1.788  2.393  0.412
H  1.568  -1.695  1.950  0.409
H  1.416  -1.042  3.574  0.386
C  6.286  -5.336  4.255  0.746
O  6.516  -6.542  4.229  -0.657
N  5.109  -4.828  4.422  -0.823
N  7.147  -4.360  4.049  -0.840
H  4.397  -5.542  4.363  0.404
H  4.914  -3.844  4.542  0.400
H  6.902  -3.824  3.228  0.381
H  8.050  -4.790  3.908  0.389
C  -3.331  4.978  -1.211  0.745
O  -2.329  5.112  -0.557  -0.663
N  -4.408  4.336  -0.983  -0.812
N  -3.483  5.463  -2.417  -0.825
H  -4.476  3.875  -0.087  0.401
H  -5.193  4.393  -1.616  0.387
H  -4.294  5.156  -2.935  0.367
H  -2.630  5.705  -2.899  0.400
C  0.606  1.862  -4.788  0.742
O  0.042  2.164  -5.819  -0.673
N  0.800  0.649  -4.357  -0.824
N  1.069  2.687  -3.916  -0.828
H  1.284  0.631  -3.470  0.381
H  0.352  -0.144  -4.792  0.410
H  0.778  3.653  -3.963  0.406
H  1.744  2.433  -3.209  0.385

Forces on the atoms, in the same order (eV/Å):
1.2 -1.5 2.8
-2.9 -0.5 -0.6
1.4 -0.2 2.2
0.7 2.4 -4.4
0.1 0.2 -0.3
-0.3 -0.2 0.0
0.1 0.1 0.2
-0.2 -0.3 0.1
-1.4 2.8 -2.3
0.5 0.3 -5.7
-2.7 4.5 4.6
3.5 -7.6 3.4
-0.4 0.3 -0.1
0.3 -0.2 0.0
0.3 0.1 0.5
-0.1 -0.2 -0.4
0.3 -3.0 -0.3
0.1 0.4 0.3
-4.6 0.0 0.5
4.1 1.8 -0.9
-0.5 0.6 0.3
0.1 -0.5 0.0
0.1 0.3 0.1
0.4 0.3 0.0
2.4 1.1 -0.9
1.0 -0.2 1.5
-4.4 -3.8 3.9
1.0 2.6 -4.3
-0.5 0.0 -0.2
0.1 -0.3 0.8
0.8 0.4 -0.5
-0.4 0.2 -0.2
-1.7 -0.3 -2.7
-0.7 0.3 -0.7
0.6 -4.0 0.8
1.7 5.0 3.0
-0.5 -1.2 -0.2
0.4 0.2 0.2
0.4 -0.2 -0.1
-0.4 0.2 -0.1

The total energy is -30649.24052 eV. Its relative energy (zero: lowest compared OMol25 entry of this formula, charge and spin) is 101.9 kcal/mol. As for the HOMO-LUMO gap: 9.6 eV.



[6]
Here is C5H20N10O5Sn as an isolated structure in a non-equilibrium geometry from the Open Molecules 2025 dataset. Energies are from ωB97M-V/def2-TZVPD.

Each line ends with the natural charge from an NBO analysis.
Positions of all 41 atoms, in Å:
Sn  16.394  -10.223  17.171  1.642
C  18.384  -13.594  11.725  0.765
O  17.663  -12.906  12.377  -0.656
N  19.254  -14.393  12.387  -0.826
N  18.405  -13.782  10.429  -0.813
H  18.887  -14.397  13.328  0.406
H  19.745  -15.140  11.917  0.397
H  19.046  -14.395  9.945  0.406
H  17.713  -13.313  9.863  0.411
C  16.514  -16.695  17.931  0.751
O  17.023  -15.707  17.417  -0.669
N  15.232  -16.913  18.106  -0.817
N  17.260  -17.732  18.199  -0.801
H  14.878  -17.772  18.502  0.410
H  14.691  -16.083  17.915  0.406
H  16.774  -18.514  18.615  0.392
H  18.251  -17.542  18.228  0.421
C  22.678  -8.279  16.598  0.754
O  21.787  -9.064  16.391  -0.669
N  22.582  -6.984  16.486  -0.814
N  23.923  -8.688  16.753  -0.821
H  21.682  -6.624  16.205  0.413
H  23.414  -6.463  16.726  0.400
H  24.037  -9.670  16.549  0.418
H  24.682  -8.026  16.822  0.395
C  12.398  -7.000  20.472  0.758
O  12.736  -8.190  20.301  -0.691
N  11.215  -6.761  20.974  -0.794
N  13.267  -5.969  20.430  -0.830
H  10.706  -7.606  20.755  0.424
H  10.905  -5.803  20.897  0.400
H  13.039  -5.024  20.703  0.399
H  14.257  -6.056  20.249  0.401
C  15.241  -3.812  15.246  0.763
O  16.001  -4.755  15.448  -0.684
N  15.302  -2.723  15.969  -0.820
N  14.414  -3.534  14.233  -0.830
H  15.190  -1.870  15.440  0.387
H  16.076  -2.780  16.616  0.401
H  14.537  -4.029  13.361  0.417
H  13.963  -2.647  14.408  0.398

Forces on the atoms, in the same order (eV/Å):
0.1 0.0 -0.1
1.8 -2.3 0.2
-2.4 2.5 1.0
0.6 0.1 0.9
-0.8 0.7 -3.2
1.0 -0.9 0.2
-0.2 -0.1 0.6
-0.2 0.2 0.3
0.2 0.0 0.1
1.1 0.1 -1.3
-0.3 1.9 -0.1
-2.4 1.2 0.1
1.5 -1.9 0.9
-0.3 0.6 -0.1
-0.6 -0.7 0.2
1.1 -0.2 0.1
-0.2 -0.7 0.1
0.7 -0.7 -1.1
-2.4 -1.4 0.0
-0.8 2.7 0.3
1.9 -1.4 0.8
0.5 0.5 0.3
-0.8 0.7 -0.3
0.6 0.3 0.3
0.1 -0.7 -0.2
3.3 -1.7 1.0
0.5 0.6 -1.0
-1.5 0.5 -0.1
1.0 1.4 -0.5
-1.3 0.6 0.4
-0.9 -0.5 0.1
-0.4 -0.3 0.0
-0.5 -0.6 -0.1
1.6 -0.9 -1.5
-0.8 -1.0 -0.3
0.9 2.6 3.3
-0.8 -1.5 -1.1
0.3 0.1 0.7
-0.2 0.6 0.2
-0.6 0.4 0.1
-0.5 -0.5 -1.4

The total energy is -36460.90559 eV. As for the charge: +2. Its relative energy (zero: lowest compared OMol25 entry of this formula, charge and spin) is 0.0 kcal/mol. As for the HOMO-LUMO gap: 2.2 eV.